Entry 1:
DFT (ωB97M-V with the def2-TZVPD basis set) results for a cluster of 2 separate species, C7H15IN2 in total in a non-equilibrium geometry.

Last column: Mulliken charge in e.
CARTESIAN COORDINATES (ANGSTROEM)
C: -2.258 -2.208 -0.669  -0.86
C: -2.124 -1.028 -0.111  0.07
C: 0.649 3.417 -0.165  -1.30
C: 1.063 -2.354 1.026  -0.93
C: 0.927 2.013 0.360  -0.26
C: -0.173 1.051 -0.106  -0.59
C: -0.111 -0.287 0.570  -0.37
N: 1.153 -1.383 -1.156  -0.77
N: 0.837 -1.187 0.200  0.45
I: -3.711 0.301 0.263  -0.01
H: -3.197 -2.623 -1.016  0.30
H: -1.399 -2.847 -0.812  0.18
H: 1.438 4.106 0.133  0.39
H: -0.299 3.784 0.227  0.33
H: 0.586 3.415 -1.254  0.33
H: 1.849 -2.942 0.559  0.27
H: 1.390 -2.034 2.015  0.35
H: 0.163 -2.963 1.130  0.34
H: 1.903 1.666 0.009  0.29
H: 0.953 2.029 1.453  0.31
H: -1.133 1.513 0.132  0.15
H: -0.123 0.940 -1.192  0.35
H: -0.318 -0.285 1.630  0.43
H: 0.307 -1.536 -1.705  0.28
H: 1.626 -0.560 -1.519  0.27

Forces on the atoms, in the same order (eV/Å):
-0.523 -0.328 -0.284
2.486 1.102 1.181
0.118 -0.140 0.072
0.039 -0.051 0.117
-0.137 -0.057 -0.168
0.225 0.122 0.234
-2.256 -0.413 -1.354
0.022 0.198 -0.220
0.100 -0.014 -0.028
-0.037 -0.232 -0.096
-0.124 0.030 -0.015
0.283 -0.077 0.049
0.012 0.111 -0.022
-0.022 0.064 -0.014
0.006 0.045 -0.020
-0.034 0.023 0.079
-0.019 -0.063 0.051
-0.058 -0.051 -0.007
0.026 -0.010 0.106
0.084 -0.026 0.009
0.005 -0.137 -0.065
-0.101 -0.038 0.039
0.011 -0.059 0.139
-0.034 0.131 0.132
-0.070 -0.130 0.083

Values from the calculation:
HOMO level (eV): -7.72
Relative energy (zero: lowest compared OMol25 entry of this formula, charge and spin) (kcal per mole): 0.3

***

Entry 2:
DFT (ωB97M-V with the def2-TZVPD basis set) results for a structure of composition C7H15IrN6OS.

Last column: Mulliken charge in e.
CARTESIAN COORDINATES (ANGSTROEM)
Ir: 0.048 -0.151 -0.240  1.26
N: -1.171 -2.007 -1.712  -0.43
N: -2.536 -2.087 -1.419  -0.26
C: -3.080 -1.277 -0.526  0.92
N: -4.355 -1.298 -0.243  -0.35
S: -2.090 -0.117 0.384  -0.15
H: -1.043 -1.759 -2.692  0.33
H: -0.732 -2.911 -1.542  0.33
H: -3.100 -2.783 -1.902  0.27
H: -5.008 -1.928 -0.698  0.25
H: -4.749 -0.674 0.452  0.24
N: 3.212 1.260 2.245  -0.29
C: 1.959 1.101 1.933  0.65
O: 1.692 0.415 0.871  -0.77
C: 0.893 1.672 2.824  -0.17
C: -0.390 1.975 2.144  -1.61
H: 3.944 0.841 1.686  0.27
H: 3.488 1.796 3.059  0.25
H: 1.292 2.575 3.308  0.41
H: 0.751 0.952 3.639  0.36
H: -0.383 2.426 1.154  0.75
H: -1.286 2.110 2.732  0.38
N: 3.094 -1.132 -3.047  -0.03
C: 3.254 -2.223 -2.228  -0.46
C: 2.281 -2.134 -1.287  -0.33
N: 1.536 -0.991 -1.541  -0.12
C: 2.064 -0.407 -2.619  -0.26
H: 3.663 -0.912 -3.856  0.25
H: 4.032 -2.950 -2.386  0.43
H: 2.077 -2.780 -0.450  0.47
H: 1.730 0.504 -3.089  0.43

Forces on the atoms, in the same order (eV/Å):
0.677 -0.334 -0.469
-0.037 0.028 0.054
0.003 -0.023 -0.027
0.014 0.022 0.029
-0.003 -0.022 -0.022
-0.339 0.047 0.207
-0.036 -0.020 0.000
-0.007 0.004 0.019
-0.003 0.024 -0.012
0.000 0.003 0.006
0.006 0.000 -0.002
-0.051 0.001 -0.009
0.032 0.000 0.005
-0.153 0.075 0.160
0.003 -0.038 0.001
-0.002 0.054 -0.112
0.012 0.003 0.009
0.005 -0.001 -0.004
-0.020 -0.013 0.023
-0.009 0.008 -0.002
0.012 0.015 0.008
0.028 -0.003 0.064
-0.065 0.052 0.012
-0.042 -0.043 0.028
0.073 -0.075 0.037
-0.146 0.238 0.060
0.022 0.025 -0.106
0.004 0.002 0.008
-0.009 -0.020 0.028
0.031 -0.019 -0.003
0.003 0.011 0.011

Values from the calculation:
<S²>: 8.768
HOMO level (spin up / spin down) (eV): -18.03 / -19.19
2S+1: 6
Relative energy (zero: lowest compared OMol25 entry of this formula, charge and spin) (kcal per mole): 0.0
Charge: +3

***

Entry 3:
DFT (ωB97M-V with the def2-TZVPD basis set) results for a structure of composition C7H15LiNO5 in a non-equilibrium geometry.

Last column: Mulliken charge in e.
CARTESIAN COORDINATES (ANGSTROEM)
Li: 3.573 -3.686 20.033  0.78
C: 4.814 -4.827 18.302  0.71
O: 5.804 -5.008 17.493  -0.81
O: 3.873 -3.944 17.996  -0.86
O: 4.972 -5.010 19.554  -0.87
C: -0.189 -7.719 21.748  -0.76
O: 0.003 -6.394 21.297  -0.31
C: 0.971 -6.217 20.291  -0.48
C: 0.719 -4.805 19.702  -0.81
N: 1.512 -3.762 20.370  -0.15
C: 1.152 -2.396 19.932  -0.59
C: 2.109 -1.424 20.676  -0.63
O: 3.486 -1.468 20.323  -0.36
C: 3.823 -0.837 19.099  -0.73
H: -1.262 -7.839 21.931  0.25
H: 0.355 -7.825 22.691  0.25
H: 0.023 -8.554 21.075  0.33
H: 0.883 -6.944 19.476  0.40
H: 1.987 -6.250 20.703  0.27
H: -0.333 -4.511 19.595  0.38
H: 0.956 -4.912 18.638  0.42
H: 1.126 -3.759 21.312  0.15
H: 0.117 -2.210 20.250  0.48
H: 1.145 -2.127 18.877  0.33
H: 2.099 -1.492 21.767  0.33
H: 1.779 -0.386 20.519  0.40
H: 3.153 -1.040 18.265  0.29
H: 4.798 -1.235 18.823  0.29
H: 3.981 0.242 19.206  0.30

Forces on the atoms, in the same order (eV/Å):
0.893 -0.739 -1.319
3.253 4.150 -1.539
-1.837 -1.225 0.281
-1.472 -0.603 0.038
-0.896 -1.462 2.473
-0.626 0.203 0.736
-0.463 -0.781 -0.181
-0.241 1.567 -0.321
0.622 -0.776 -1.373
-0.759 0.079 -0.495
0.458 0.673 1.242
-0.304 1.448 -0.228
-0.641 -0.812 -0.042
0.997 -0.004 -0.405
0.063 0.158 0.320
0.002 -0.440 -0.056
0.626 0.452 -0.385
-0.111 -0.148 0.230
0.004 -0.089 -0.187
-0.298 -0.353 0.867
0.921 0.520 0.147
0.463 -0.197 0.234
0.017 0.379 0.117
0.553 -0.898 -0.246
-0.176 -0.701 -0.031
-0.263 -0.062 -0.263
-0.187 -0.214 0.178
-0.142 -0.232 -0.133
-0.456 0.106 0.342

Values from the calculation:
HOMO level (eV): -2.10
Relative energy (zero: lowest compared OMol25 entry of this formula, charge and spin) (kcal per mole): 27.2
Charge: -1

***

Which formula does entry 1 have? C7H15IN2